The following is a DFT calculation (the ωB97M-V functional and the def2-TZVPD basis) of an isolated molecule of C5H6S2 in a non-equilibrium geometry.

Computed properties:
**Net charge**: 0
**Energy above the lowest of the compared OMol25 structures with the same formula, charge and spin**: 96.5 kJ/mol
**LUMO level**: -0.6 eV
**Orbital gap**: 8.07 eV
**Max |F|**: 3.47 eV/A
**E_tot**: -26950.925 eV
**Structure (SMILES)**: C=C1CC(=S)CS1

Structure (XYZ):
```
13
C5H6S2 | the OMol25 dataset | the ωB97M-V functional and the def2-TZVPD basis
C 2.03 0.98 -0.22
C 0.99 0.22 -0.02
C -0.39 0.84 0.34
C -1.43 -0.25 0.08
C -0.80 -1.54 -0.03
H 1.98 2.07 -0.43
H 3.01 0.49 -0.51
H -0.20 1.12 1.45
H -0.52 1.72 -0.37
H -1.25 -2.01 -0.94
H -1.28 -2.11 0.75
S -3.10 -0.05 -0.13
S 0.97 -1.49 0.02
```

Here are the natural (NBO) charges for atoms 1 to 5, given in e:
1 C -0.4400
2 C -0.1799
3 C -0.5395
4 C 0.0212
5 C -0.6854